1.
Here is a 2-piece molecular cluster, C3H4INO overall in a non-equilibrium geometry from the OMol25 dataset. Energies are from ωB97M-V/def2-TZVPD.

The structure (SMILES) is O/N=C/I.C#C. For the energy relative to the best compared isomer or geometry (same formula, charge and spin), the calculation gives 4.773 eV. The total energy is -544.2075 hartree. Its HOMO-LUMO gap is 9.56 eV.

Structure (XYZ):
```
10
Properties=species:S:1:pos:R:3:forces:R:3:nbo_charge:R:1
C -0.6933 0.7975 1.1427 0.493 0.606 -0.726 -0.2144
C 0.0411 1.2781 0.3495 1.183 2.609 -2.128 -0.2709
C 1.4993 -0.6206 -0.3353 2.638 -2.139 1.709 -0.1524
N 1.2347 -1.6515 0.3611 2.235 1.098 0.005 -0.1166
O -0.0140 -2.0866 0.3443 -2.611 1.509 -1.858 -0.4897
I 3.4359 0.1790 -0.0484 -0.458 -0.176 -0.284 0.1409
H -1.3665 0.2695 1.6702 -1.710 -1.318 1.831 0.2254
H -0.4933 -1.3820 -0.2317 0.192 -1.847 1.237 0.4433
H 0.6029 1.8294 -0.4484 -0.812 -0.775 1.644 0.2584
H 0.8987 -0.0983 -0.9936 -1.150 0.434 -1.429 0.1761
```
Forces are in eV/Å.


2.
Here is C3H4INO in the gas phase in a non-equilibrium geometry from the OMol25 dataset. Energies are from ωB97M-V/def2-TZVPD.

The structure (SMILES) is C=CC(=O)NI. For the energy relative to the best compared isomer or geometry (same formula, charge and spin), the calculation gives 1.611 eV. The total energy is -544.3237 hartree. Its HOMO-LUMO gap is 8.73 eV.

Structure (XYZ):
```
10
Properties=species:S:1:pos:R:3:forces:R:3:nbo_charge:R:1
C -1.6077 -0.1120 -0.7301 -1.598 0.476 -2.448 -0.4084
C -0.9949 -0.1020 0.3972 3.650 0.303 3.855 -0.2521
C 0.7023 -0.5136 0.5766 -5.335 -0.808 -1.107 0.6578
N 1.4025 0.5273 0.3024 3.130 3.523 -1.192 -0.7598
O 1.0758 -1.6125 0.8181 0.357 -1.297 0.676 -0.5848
I 3.5057 0.2669 0.0595 -1.401 0.271 0.198 0.2972
H -2.6270 0.1289 -1.0466 -0.142 0.143 1.322 0.2116
H -1.1257 -0.2612 -1.6576 1.235 -0.791 -0.724 0.1963
H -1.3333 0.2906 1.3898 -0.279 -0.773 -1.085 0.2143
H 1.0023 1.3874 -0.1094 0.384 -1.046 0.505 0.4280
```
Forces are in eV/Å.


3.
Here is C3H4INO in the gas phase in a non-equilibrium geometry from the OMol25 dataset. Energies are from ωB97M-V/def2-TZVPD.

The structure (SMILES) is I[C@H]1COC=N1. For the energy relative to the best compared isomer or geometry (same formula, charge and spin), the calculation gives 0.635 eV. The total energy is -544.3596 hartree. Its HOMO-LUMO gap is 9.42 eV.

Structure (XYZ):
```
10
Properties=species:S:1:pos:R:3:forces:R:3:nbo_charge:R:1
C 0.6679 1.2878 -0.3035 0.834 0.006 -0.960 0.3985
C 0.4574 -0.9294 -0.2668 -3.092 0.344 -1.001 -0.1382
C -0.6159 -0.1894 0.5964 -1.878 -1.293 1.523 -0.1228
N -0.2920 1.1495 0.5137 1.185 2.595 -0.015 -0.5159
O 1.1213 0.1350 -0.8979 0.792 1.114 0.078 -0.4875
I -2.7803 -0.2668 -0.0064 0.437 -0.312 -0.267 -0.0169
H 1.2412 2.1980 -0.6874 -1.265 -1.217 0.920 0.2124
H 1.0374 -1.3942 0.4797 1.267 -1.175 0.176 0.2021
H -0.0026 -1.5075 -1.1195 0.716 -0.115 1.468 0.2263
H -0.8343 -0.4830 1.6917 1.004 0.053 -1.923 0.2419
```
Forces are in eV/Å.


4.
Here is a 2-piece molecular cluster, C3H4INO2 overall in a non-equilibrium geometry from the OMol25 dataset. Energies are from ωB97M-V/def2-TZVPD.

The structure (SMILES) is N=C=COC=O.I. For the energy relative to the best compared isomer or geometry (same formula, charge and spin), the calculation gives 2.824 eV. The total energy is -619.5425 hartree. Its HOMO-LUMO gap is 9.95 eV.

Structure (XYZ):
```
11
Properties=species:S:1:pos:R:3:forces:R:3:nbo_charge:R:1
C 0.3388 -0.8885 -1.4118 2.717 -3.668 -4.573 0.6574
C -1.2222 0.4491 -0.4899 1.541 -2.310 -0.101 -0.1299
C -0.7953 -0.0672 0.6334 -0.077 1.093 4.408 0.3561
N -0.5221 -0.1019 1.8642 -1.391 -2.426 -1.297 -0.6171
O -0.6667 -0.1513 -1.6578 -2.452 3.067 0.743 -0.4388
O 0.8360 -1.3753 -0.4538 -0.206 0.634 2.350 -0.5477
I 2.4131 2.1674 0.4581 -0.027 -0.080 0.093 -0.1258
H 0.7059 -1.2831 -2.4051 -0.154 0.660 0.367 0.1026
H -2.0485 1.0879 -0.5001 -0.926 0.734 -0.717 0.2424
H -0.9696 -0.9893 2.3477 1.008 2.238 -1.155 0.3776
H 1.9307 1.1523 1.6152 -0.033 0.059 -0.118 0.1232
```
Forces are in eV/Å.


5.
Here is C3H4INS in the gas phase in a non-equilibrium geometry from the OMol25 dataset. Energies are from ωB97M-V/def2-TZVPD.

The structure (SMILES) is I[C@@H]1C=CSN1. For the energy relative to the best compared isomer or geometry (same formula, charge and spin), the calculation gives 1.289 eV. The total energy is -867.2746 hartree. Its HOMO-LUMO gap is 8.14 eV.

Structure (XYZ):
```
10
Properties=species:S:1:pos:R:3:forces:R:3:nbo_charge:R:1
C 0.7502 -0.7899 0.2752 -3.120 3.567 -1.976 -0.2351
C 0.3911 -0.2186 1.4173 1.060 0.119 1.301 -0.3941
C 0.0314 0.0880 -0.9966 0.857 -3.397 4.501 0.0103
N -0.2660 1.2964 -0.4297 0.668 0.321 -1.594 -0.7644
S -0.2133 1.4100 1.2479 -0.543 -0.477 1.021 0.5188
I -2.0167 -1.1035 -1.4320 0.136 0.054 -0.006 -0.2857
H 1.1682 -1.7321 0.2924 0.722 -1.860 -0.827 0.2273
H 0.6250 -0.6695 2.4372 -0.439 1.025 -1.472 0.2617
H 0.4542 -0.2007 -1.9179 0.383 0.988 -1.150 0.2314
H -0.9241 1.9201 -0.8937 0.275 -0.340 0.202 0.4298
```
Forces are in eV/Å.


6.
Here is C3H4INS in the gas phase in a non-equilibrium geometry from the OMol25 dataset. Energies are from ωB97M-V/def2-TZVPD.

The structure (SMILES) is IC1=NCCS1. For the energy relative to the best compared isomer or geometry (same formula, charge and spin), the calculation gives 0.390 eV. The total energy is -867.3076 hartree. Its HOMO-LUMO gap is 9.29 eV.

Structure (XYZ):
```
10
Properties=species:S:1:pos:R:3:forces:R:3:nbo_charge:R:1
C 1.1650 -0.7887 -0.4131 0.905 2.304 -2.967 -0.0949
C -0.3870 0.8085 -0.3649 0.210 1.913 1.806 -0.2376
C -0.8007 -0.0773 0.8546 -1.214 1.159 -0.220 -0.5833
N 0.7823 0.3087 -0.9883 1.021 -2.529 0.623 -0.4637
S 0.3585 -1.4415 0.9412 -0.246 -0.534 0.813 0.3164
I 2.8304 -1.6536 -1.4026 -0.373 -0.174 0.661 0.1845
H -1.2524 0.6975 -1.0108 0.204 1.104 -0.633 0.2130
H -0.0798 1.9213 0.0267 -1.423 -2.448 -1.254 0.2076
H -0.7607 0.6312 1.6792 -0.077 -0.775 0.642 0.2311
H -1.8555 -0.4061 0.6782 0.993 -0.020 0.529 0.2270
```
Forces are in eV/Å.


7.
Here is C3H4IrO3 as an isolated structure in a non-equilibrium geometry from the OMol25 dataset. Energies are from ωB97M-V/def2-TZVPD.

For the energy relative to the best compared isomer or geometry (same formula, charge and spin), the calculation gives 1.576 eV. As for the expectation value of S²: 8.761. The total energy is -446.4491 hartree. Its HOMO-LUMO gap (alpha / beta) is 5.33 / 8.08 eV. As for the spin multiplicity: 6.

Structure (XYZ):
```
11
Properties=species:S:1:pos:R:3:forces:R:3:nbo_charge:R:1
O 0.7456 0.8479 -0.7439 3.550 1.869 -1.901 -0.7650
C 1.1372 -0.1917 -0.0592 -4.644 -1.964 2.140 0.0323
C 2.3950 -0.6673 0.0636 3.537 -0.938 0.054 -0.3073
H 0.3012 -0.7375 0.4784 0.813 0.412 -0.506 0.1273
H 3.0167 -0.3521 0.9018 0.312 -0.159 -0.138 0.1697
H 2.8159 -1.3522 -0.6782 0.198 -0.001 0.262 0.1693
O -1.8914 1.2212 0.8134 -0.705 -0.650 0.737 -0.6815
C -2.3426 0.1638 0.2908 -2.471 -0.174 0.560 0.6103
O -2.1953 -0.0607 -0.9430 -0.729 -0.757 0.543 -0.6812
Ir -0.9172 1.5792 -0.9877 -0.610 2.527 -1.743 1.1876
H -3.0649 -0.4507 0.8640 0.749 -0.164 -0.009 0.1385
```
Forces are in eV/Å.


8.
Here is C3H4LaO4 as an isolated structure in a non-equilibrium geometry from the OMol25 dataset. Energies are from ωB97M-V/def2-TZVPD.

As for the net charge: +2. For the energy relative to the best compared isomer or geometry (same formula, charge and spin), the calculation gives 2.582 eV. As for the expectation value of S²: 0.751. The total energy is -448.5195 hartree. Its HOMO-LUMO gap (alpha / beta) is 5.84 / 6.17 eV. As for the spin multiplicity: 2.

Structure (XYZ):
```
12
Properties=species:S:1:pos:R:3:forces:R:3:nbo_charge:R:1
O 0.7780 1.2993 0.2366 0.014 0.303 -0.078 -0.3910
C -0.0459 1.3280 -0.7899 0.010 -0.960 1.456 1.0011
C 1.0960 -0.0312 0.4889 0.113 -0.955 -1.934 0.0317
O -0.5157 2.3520 -1.2579 -1.192 1.357 -1.618 -0.8164
O -0.3659 0.1024 -1.1545 0.063 -0.166 -0.604 -0.4189
C 0.4116 -0.7832 -0.4080 1.494 0.994 0.689 0.0883
La -2.0570 3.6938 -3.1418 0.808 -0.670 1.051 1.9634
H 2.0166 -0.2179 1.0305 -0.517 0.010 0.318 0.2697
H 0.5881 -1.7780 -0.8169 -0.600 0.283 0.494 0.2675
H -0.1760 -1.3200 2.1895 -2.318 -2.155 -0.451 0.4656
O -1.0076 -1.9003 1.9921 1.799 1.983 0.449 -0.9387
H -0.7222 -2.7448 1.6314 0.325 -0.024 0.229 0.4778
```
Forces are in eV/Å.